The following is a DFT calculation (ωB97M-V/def2-TZVPD) of 8 unconnected molecules or ions with the total composition C26H34N8.

Summary:
- HOMO (alpha / beta): 0.01417 / -0.21363 Ha
- Total charge: -1
- 2S+1: 2
- Orbital gap (alpha / beta): 2.04 / 8.21 eV
- E_tot: -1449.0155 a.u.
- ⟨S²⟩: 0.75

Geometry as XYZ:
```
68
Properties=species:S:1:pos:R:3:forces:R:3
C -2.8192 1.2636 2.8576 -0.697 0.126 -1.033
C -2.9865 1.2770 4.2967 0.009 -0.314 3.964
N -3.0935 1.2220 5.4728 0.280 0.296 -3.874
H -2.3655 2.1560 2.4263 0.394 0.008 0.461
H -3.7973 1.2465 2.3767 -0.309 -0.117 0.160
H -2.3206 0.3731 2.4749 0.223 0.023 0.413
C -0.4081 -1.2233 0.7244 -0.910 0.139 0.566
C 0.6640 -0.9172 -0.1911 0.258 -0.229 -0.052
N 1.5634 -0.6839 -0.8643 0.136 0.049 -0.145
H -0.5892 -0.3676 1.3749 0.257 0.205 0.080
H -0.2072 -2.0763 1.3726 0.273 -0.083 -0.223
H -1.3654 -1.4094 0.2376 0.209 -0.138 -0.331
C -1.9715 -5.7982 -1.7550 -0.494 0.774 0.398
C -2.0326 -4.7326 -0.7670 0.890 2.061 1.248
N -2.0163 -3.8843 0.0285 -0.243 -1.408 -1.100
H -3.0294 -5.8515 -2.0123 0.000 -1.149 -0.235
H -1.5004 -6.6233 -1.2209 -0.423 -0.485 -0.496
H -1.4349 -5.5239 -2.6633 0.218 0.145 0.245
N -3.5214 -4.3153 3.8611 -0.786 0.044 0.863
C -2.7006 -3.2863 4.1313 1.394 1.197 0.332
C -3.1112 -2.5851 5.2705 0.615 -0.471 -1.570
C -4.3052 -3.1900 5.6415 -1.142 -2.172 -0.002
C -4.5309 -4.3018 4.8015 0.178 0.918 0.451
H -3.3083 -5.0275 3.1774 -0.311 0.225 0.044
H -1.8675 -3.0948 3.4712 0.078 -0.034 0.166
H -2.5906 -1.7665 5.7450 -0.172 0.050 -0.220
H -4.9313 -2.9866 6.4977 0.045 0.187 -0.059
H -5.3147 -5.0445 4.8235 0.103 0.098 -0.070
N 0.7329 3.5254 -3.8867 -1.456 1.434 -0.098
C 0.5990 2.3719 -3.1406 -0.549 1.929 0.498
C 1.7689 1.7476 -3.2575 1.034 -2.869 -0.259
C 2.5533 2.3813 -4.2376 0.843 1.248 0.227
C 1.9162 3.5670 -4.5474 0.875 -1.515 -0.089
H 0.2025 4.3660 -3.7073 -0.241 -0.351 -0.237
H -0.2446 2.2063 -2.4869 0.060 0.067 -0.152
H 1.9809 0.8069 -2.7711 0.091 0.048 -0.050
H 3.5659 2.1438 -4.5286 -0.128 -0.234 -0.090
H 2.2784 4.3148 -5.2372 -0.518 0.268 0.245
N -5.4265 2.2900 -2.1517 1.932 -0.834 0.667
C -4.5021 1.9626 -3.1090 0.569 -1.138 -0.861
C -3.3802 1.3170 -2.5404 -1.628 1.245 -2.680
C -3.5743 1.3961 -1.2030 -1.737 -0.205 3.197
C -4.8577 1.9074 -0.9320 0.517 0.513 -0.637
H -6.3727 2.5936 -2.3323 0.369 0.037 0.184
H -4.7065 2.0722 -4.1638 -0.197 0.077 0.084
H -2.6220 0.7690 -3.0800 0.149 0.428 -0.002
H -2.9103 1.0045 -0.4465 -0.056 0.061 0.089
H -5.3531 2.1557 -0.0051 0.105 -0.178 -0.044
N 4.8032 -0.4569 -2.5275 -0.497 -1.391 -1.017
C 5.6780 -0.6551 -3.5999 -0.747 1.094 0.642
C 6.7736 0.1202 -3.3064 1.233 -1.130 -0.254
C 6.6392 0.5866 -2.0158 -1.235 1.189 2.027
C 5.3702 0.2419 -1.5219 1.574 0.903 -1.059
H 3.8672 -0.8358 -2.5067 0.068 0.041 0.189
H 5.4151 -1.2131 -4.4864 -0.146 0.039 0.243
H 7.7493 0.2122 -3.7603 -0.323 -0.179 -0.741
H 7.3323 1.2496 -1.5193 0.030 -0.150 0.105
H 4.8522 0.6062 -0.6471 -0.062 -0.414 -0.065
N 2.4940 1.8071 2.2206 1.309 0.495 -0.512
C 3.2047 2.2701 3.2822 -0.867 -0.962 1.234
C 4.4102 2.6960 2.8636 1.327 0.884 0.839
C 4.4559 2.6824 1.4619 -0.960 -1.874 -0.265
C 3.2956 1.9922 1.1028 -0.711 0.735 -0.585
H 1.6214 1.3102 2.3293 0.081 0.121 -0.500
H 2.8244 2.1402 4.2846 0.075 0.017 -0.048
H 5.2548 2.8343 3.5223 -0.117 0.631 0.035
H 5.3116 2.9479 0.8589 -0.272 -0.080 -0.185
H 2.8911 1.7164 0.1401 0.130 0.060 -0.055
```
Positions in Å, forces in eV/Å.

Löwdin population analysis, charges in e, atoms 1 to 8:
1. C -0.13
2. C -0.31
3. N 0.11
4. H 0.06
5. H 0.07
6. H 0.05
7. C -0.15
8. C -0.31

---

The following is a DFT calculation (ωB97M-V/def2-TZVPD) of a molecular structure, C26H35AsIN4OPdSSi.

Summary:
- HOMO: -0.12728 Ha
- Total charge: -1
- Orbital gap: 5.75 eV
- E_tot: -4655.1065 a.u.
- Relative energy (zero: lowest compared OMol25 entry of this formula, charge and spin): 32.9 kcal/mol

Geometry as XYZ:
```
71
Properties=species:S:1:pos:R:3:forces:R:3
Pd 0.7351 1.3913 0.3630 0.446 0.731 -0.307
C 2.4596 3.6879 -1.6511 -0.017 0.005 0.067
N 1.0356 3.4491 -1.6260 -0.180 0.031 0.069
C 0.2015 3.5903 -2.7050 0.190 -0.033 -0.058
C -1.0679 3.4922 -2.3035 -0.176 -0.031 0.132
N -1.0645 3.2798 -0.9147 0.120 -0.096 0.115
C 0.3072 3.2271 -0.4451 -0.493 0.300 -0.181
S 0.8868 3.6921 1.1096 -0.025 -0.150 -0.029
C -2.2370 3.2481 -0.1568 0.085 0.007 -0.217
C -3.4577 3.6208 -0.7515 -0.070 -0.014 0.000
C -4.5975 3.6289 0.0264 0.059 0.003 -0.131
C -4.5166 3.2719 1.3657 -0.072 -0.031 0.035
C -3.2775 2.8787 1.8384 0.025 -0.017 0.037
N -2.1742 2.8505 1.1018 0.164 0.114 0.147
H 2.7356 4.0021 -2.6576 -0.016 -0.004 0.008
H 2.9723 2.7639 -1.3950 0.073 -0.120 0.020
H 2.7110 4.4682 -0.9306 0.011 0.022 -0.011
H 0.5887 3.7222 -3.7019 0.001 -0.020 0.054
H -1.9671 3.4931 -2.8891 0.093 -0.054 -0.017
H -3.5087 3.8988 -1.7925 -0.067 0.093 0.064
H -5.5460 3.9180 -0.4124 0.037 0.002 0.005
H -5.3888 3.2816 2.0067 0.056 -0.027 0.010
H -3.1577 2.5524 2.8681 0.001 -0.004 -0.034
C 5.5700 1.1588 -1.6705 0.080 -0.002 -0.045
Si 4.2884 0.6379 -0.3573 0.078 0.107 0.070
C 4.5698 1.8017 1.1181 -0.036 0.023 0.046
C 4.9499 -1.0310 0.2822 -0.044 -0.113 -0.026
O 2.7993 0.6445 -0.9052 0.031 -0.125 0.054
H 6.5881 0.9087 -1.3446 -0.069 0.065 -0.034
H 5.5367 2.2388 -1.8569 -0.022 -0.062 0.001
H 5.3888 0.6521 -2.6253 -0.012 0.017 0.074
H 5.6288 2.0073 1.3221 -0.070 -0.084 -0.038
H 4.1322 1.3524 2.0177 0.028 0.052 -0.027
H 4.0571 2.7572 0.9701 0.013 -0.031 -0.024
H 6.0253 -0.9688 0.4885 -0.071 0.016 -0.014
H 4.7888 -1.8432 -0.4376 0.035 0.062 0.046
H 4.4483 -1.3069 1.2165 0.063 0.008 -0.055
I 1.9792 -2.0961 3.8329 -0.025 0.061 -0.124
C 1.5041 -1.7751 1.8172 0.039 -0.074 0.307
C 2.0899 -2.5511 0.8409 -0.049 0.041 -0.145
C 1.7276 -2.3067 -0.4778 0.022 -0.081 0.011
C 0.7838 -1.3424 -0.7458 -0.021 0.055 0.129
N 0.1465 -0.6446 0.2124 0.304 -0.363 0.071
C 0.5365 -0.8328 1.4954 -0.315 -0.465 -0.262
H 2.8117 -3.3160 1.0908 0.011 0.029 0.002
H 2.1814 -2.8609 -1.2893 -0.005 0.031 0.029
H 0.4976 -1.1126 -1.7645 0.014 0.016 0.008
H -0.0404 -0.3260 2.2554 -0.044 0.063 0.074
C -4.7338 -0.6250 1.1809 -0.020 0.011 -0.029
As -2.7641 -0.5959 0.9109 -0.359 0.104 0.189
C -2.9507 -0.6675 -1.0462 0.030 -0.016 -0.037
C -2.5299 -2.4663 1.5978 0.048 -0.134 -0.120
C -1.8527 -3.6076 0.8684 0.015 0.075 -0.040
C -1.5544 -4.7654 1.5936 0.038 -0.022 -0.019
C -0.9848 -5.8726 0.9857 -0.017 0.049 -0.023
C -0.6941 -5.8482 -0.3745 0.001 -0.008 0.042
C -0.9674 -4.7027 -1.1023 -0.033 0.011 0.010
C -1.5377 -3.5931 -0.4854 -0.010 -0.051 0.027
H -5.1911 -1.4709 0.6608 0.020 0.019 0.022
H -5.1660 0.3018 0.7969 0.061 -0.011 0.025
H -4.9677 -0.6930 2.2444 0.027 -0.005 0.003
H -3.4635 -1.5576 -1.4095 -0.039 0.018 0.016
H -1.9772 -0.5630 -1.5218 0.012 -0.015 0.012
H -3.5489 0.2091 -1.3023 0.008 0.029 0.017
H -3.5326 -2.7957 1.8829 -0.024 -0.014 -0.045
H -1.9954 -2.3110 2.5387 0.029 0.009 0.014
H -1.7726 -4.7918 2.6564 -0.001 0.008 -0.021
H -0.7675 -6.7573 1.5723 0.009 0.018 0.001
H -0.2523 -6.7135 -0.8545 -0.003 0.033 0.009
H -0.7333 -4.6645 -2.1604 0.005 0.022 0.039
H -1.7235 -2.7024 -1.0650 0.025 -0.083 0.004
```
Positions in Å, forces in eV/Å.

Löwdin population analysis, charges in e, atoms 1 to 8:
1. Pd 0.49
2. C -0.07
3. N -0.15
4. C -0.08
5. C -0.08
6. N -0.01
7. C -0.83
8. S 0.53

---

The following is a DFT calculation (ωB97M-V/def2-TZVPD) of 2 unconnected molecules or ions with the total composition C26H35BN.

Summary:
- HOMO: -0.43599 Ha
- Total charge: +1
- Orbital gap: 7.07 eV
- E_tot: -1091.0638 a.u.
- Relative energy (zero: lowest compared OMol25 entry of this formula, charge and spin): 0.0 kcal/mol

Geometry as XYZ:
```
63
Properties=species:S:1:pos:R:3:forces:R:3
C 4.5916 -3.7983 -0.2137 0.094 0.061 0.135
C 3.2194 -3.2480 -0.4733 -0.125 -0.188 -0.011
C 2.9561 -2.5732 -1.6667 0.036 0.131 -0.339
C 1.7105 -2.0190 -1.9122 -0.502 0.015 0.570
C 0.6585 -2.1459 -0.9593 1.239 -0.245 0.465
C -0.6214 -1.5497 -1.2380 -0.105 -0.582 -1.205
C -1.8676 -2.2209 -1.0617 -0.862 -0.146 0.238
C -3.0560 -1.6281 -1.6005 0.552 -0.130 0.402
C -4.2931 -2.1921 -1.3730 -0.411 0.424 -0.376
C -4.4318 -3.3456 -0.5946 0.213 -0.281 -0.013
C -5.7850 -3.8932 -0.2556 -0.096 0.146 0.095
C -3.2758 -4.0009 -0.1438 0.322 -0.122 -0.043
C -2.0154 -3.4935 -0.4210 -0.066 0.550 0.217
C 0.9378 -2.8318 0.2534 0.084 0.108 -0.611
C 2.1939 -3.3891 0.4690 -0.220 0.033 0.079
H 4.6234 -4.3396 0.7328 0.056 0.055 -0.082
H 4.9369 -4.4673 -1.0060 -0.170 0.053 0.010
H 5.3094 -2.9727 -0.1684 -0.029 -0.110 0.064
H 3.7587 -2.4888 -2.4130 -0.451 0.015 0.322
H 1.5101 -1.5039 -2.8465 0.066 -0.012 0.053
H -0.6290 -0.7710 -2.0176 0.042 -0.458 0.565
H -2.9578 -0.7144 -2.1841 -0.097 -0.100 0.173
H -5.2026 -1.7299 -1.7919 0.597 -0.193 0.248
H -5.6974 -4.6958 0.4742 -0.078 0.010 -0.013
H -6.3937 -3.0915 0.1723 -0.016 -0.117 0.000
H -6.3349 -4.2771 -1.1227 0.258 0.106 0.013
H -3.3806 -4.9328 0.4297 0.113 0.434 -0.387
H -1.1300 -4.0538 -0.1295 -0.293 0.120 -0.048
H 0.1635 -2.8956 1.0150 0.271 0.073 -0.066
H 2.3901 -3.9554 1.3846 -0.080 0.328 -0.265
C 2.4793 1.1827 1.7034 0.344 -0.205 0.168
C 1.9708 1.4621 0.2948 -0.145 0.064 0.427
N 0.5769 2.0788 0.3284 0.155 -0.157 -0.077
C 0.5555 3.2096 1.3142 0.448 -0.263 -0.522
C 1.4562 4.2446 1.0995 0.170 0.830 0.355
C 1.4432 5.3555 1.9622 0.122 -0.677 -0.620
C 0.5412 5.3995 3.0196 -0.166 0.276 0.345
C -0.3501 4.3521 3.2308 0.488 -0.301 -0.752
C -0.3285 3.2439 2.3652 -0.703 -0.006 0.745
C 0.2796 2.7058 -1.0306 -0.102 0.048 -0.085
C -1.0175 3.4987 -0.9897 -0.232 0.280 -0.138
C 0.2301 1.6708 -2.1415 0.025 -0.030 -0.335
B -0.4577 0.8909 0.7067 -0.511 -0.276 0.123
H -0.3205 -0.1202 -0.0828 -0.057 0.513 0.220
H 3.4922 0.7693 1.6327 -0.139 0.092 -0.012
H 2.5306 2.0924 2.3206 0.012 -0.346 -0.299
H 1.8623 0.4462 2.2272 0.090 0.189 -0.172
H 2.6374 2.1705 -0.2090 -0.095 -0.160 -0.023
H 1.9135 0.5332 -0.2978 -0.010 0.439 0.299
H 2.1613 4.2119 0.2581 -0.312 0.116 0.548
H 2.1409 6.1710 1.7797 -0.175 -0.164 0.125
H 0.5311 6.2671 3.6879 0.003 -0.351 -0.279
H -1.0617 4.3796 4.0421 0.005 0.009 0.056
H -1.0236 2.4161 2.5342 0.320 0.406 -0.126
H 1.1138 3.3942 -1.2301 -0.234 -0.236 0.031
H -1.2259 3.8788 -1.9955 0.027 -0.099 0.117
H -1.8596 2.8737 -0.6725 0.215 0.144 -0.118
H -0.9601 4.3675 -0.3285 0.006 -0.183 -0.073
H 0.1686 2.2042 -3.1063 0.011 -0.248 0.399
H 1.1285 1.0361 -2.1684 -0.341 0.141 -0.035
H -0.6696 1.0495 -2.0293 0.298 0.352 -0.115
H -0.2329 0.5058 1.8277 0.088 -0.108 -0.248
H -1.5934 1.2771 0.6090 0.050 -0.066 -0.114
```
Positions in Å, forces in eV/Å.

Löwdin population analysis, charges in e, atoms 1 to 8:
1. C -0.04
2. C -0.25
3. C -0.03
4. C -0.01
5. C -0.23
6. C 0.04
7. C -0.17
8. C 0.02

---

The following is a DFT calculation (ωB97M-V/def2-TZVPD) of a molecular structure, C26H35Br14ClNO6.

Summary:
- HOMO: -0.41727 Ha
- Total charge: +1
- Orbital gap: 6.46 eV
- E_tot: -38013.2871 a.u.

Geometry as XYZ:
```
83
Properties=species:S:1:pos:R:3:forces:R:3
C 6.8834 -2.1828 1.4199 -4.397 0.858 1.032
C 5.4339 -1.9587 1.7184 3.469 -0.631 -0.451
C 4.2037 -2.3902 0.6705 2.066 -0.532 1.419
N 3.4635 -1.1487 0.1824 -2.404 3.287 -1.184
C 3.8232 -0.4765 -1.1598 -2.777 2.303 0.431
C 4.9956 -0.9984 -2.1797 0.129 0.874 0.973
C 6.3650 -0.1251 -1.7800 6.353 -3.164 -2.367
O 7.5596 -0.6215 -2.1579 -8.243 3.888 2.611
Cl 6.3244 1.4786 -0.8154 -0.195 -2.460 -1.424
C 3.0224 0.9128 -1.6367 -1.221 -1.408 3.341
Br 3.5210 1.8564 -3.3757 -0.533 -1.642 2.473
C 1.8064 1.6053 -0.7219 1.940 -3.380 1.046
C 1.0009 2.9772 -1.1904 0.368 0.758 1.427
Br -0.0505 2.6990 -2.9169 0.786 -0.311 1.515
C 2.0136 4.3044 -1.2963 0.810 0.273 -0.616
C 1.8130 5.1647 -2.6769 0.252 0.800 -0.470
C 1.4955 0.8003 0.7107 2.382 -0.456 -2.803
C 0.2940 1.4141 1.6944 1.081 -1.438 0.241
C 0.9163 2.3266 2.9137 -1.091 -0.115 6.856
O 0.4823 2.0736 4.1779 2.749 1.264 -8.104
O 1.9458 3.3704 2.7833 -1.936 -3.353 0.970
C 2.3756 -0.5654 1.1090 -0.881 2.930 -2.059
C 1.9967 -1.2374 2.5882 1.989 -0.998 -0.501
O 1.2254 -2.4725 2.3800 -0.585 2.700 0.823
C -0.2069 -2.2964 2.6647 -2.082 -1.251 0.250
C -1.1624 -2.3273 1.2939 0.162 -0.628 0.161
O -1.9707 -1.1080 1.1220 -0.518 -1.938 -0.864
C -3.1810 -1.4210 0.2917 -1.207 0.280 -0.448
C -4.2014 -0.0972 0.2877 1.081 -0.687 1.178
O -4.8055 0.1672 -1.0276 2.036 1.087 1.550
C -3.9892 1.0871 -1.8380 0.481 0.469 -1.047
C -2.9929 0.2315 -2.8194 -0.691 0.391 0.302
H 7.5786 -2.4233 2.3499 -1.317 1.301 -2.269
H 7.2552 -2.0665 0.3164 -0.653 -1.084 2.488
H 5.1941 -1.4880 2.7866 0.197 -1.748 -2.320
H 3.4915 -3.1621 1.2381 1.281 2.131 -1.318
H 4.7236 -3.0069 -0.1769 -1.214 1.535 1.303
H 5.2661 -2.1331 -2.0956 -0.408 2.241 0.163
H 4.7494 -0.8114 -3.3331 0.333 -0.032 2.783
H 0.1694 3.3114 -0.4016 1.923 -1.336 -1.745
H 3.1342 3.9098 -1.3030 -2.401 0.901 0.222
H 1.8567 5.0392 -0.3688 0.244 -1.961 -1.943
H 0.6924 5.5453 -2.8317 2.508 -1.123 0.324
H 2.2007 4.5523 -3.6217 -1.156 1.279 2.121
H 2.4699 6.1613 -2.6725 -1.296 -2.275 0.353
H -0.1881 0.4571 2.2208 0.982 2.470 -1.034
H -0.5777 1.9183 1.0977 2.003 -0.784 1.062
H 2.3716 3.4105 3.7116 -1.298 -0.012 -1.797
H 1.5235 -0.4735 3.3371 0.640 -1.288 -1.808
H 3.0302 -1.5753 3.0813 -2.267 0.764 -1.148
H -0.5427 -3.2643 3.2774 0.965 2.130 -1.291
H -0.4628 -1.3829 3.3579 0.694 -1.563 -1.479
H -0.4316 -2.5072 0.3676 -1.627 0.343 1.841
H -1.9416 -3.2261 1.3942 1.940 1.753 -0.242
H -2.9069 -1.7302 -0.8072 -0.281 0.719 2.103
H -3.8208 -2.2988 0.7448 1.594 1.476 -0.596
H -5.0116 -0.3233 1.1280 1.518 0.586 -2.358
H -3.5414 0.7928 0.7022 -1.398 -1.485 -1.059
H -4.7107 1.7553 -2.5001 1.287 -1.632 1.445
H -3.3607 1.8662 -1.1876 -1.368 -1.852 -1.160
H -2.0308 -0.0335 -2.2051 -1.653 0.474 -1.502
H -2.7797 0.9021 -3.7748 -0.130 -1.582 2.048
H -3.5514 -0.7600 -3.1417 1.182 2.112 0.610
C -6.7992 3.9021 -0.8363 -0.405 0.001 -0.035
Br -5.1520 3.8967 0.1984 -0.332 0.006 -0.158
Br -6.6900 5.1006 -2.3647 0.054 -0.328 0.379
Br -7.3301 2.1059 -1.3615 0.089 0.633 0.219
H -7.5867 4.2897 -0.1816 0.406 -0.143 -0.272
C 8.1270 -5.0711 -1.0561 0.223 -0.102 0.226
Br 8.0225 -3.2454 -1.7192 0.133 -0.891 -0.256
Br 6.4825 -6.0564 -1.3863 0.326 0.287 0.043
Br 9.6836 -6.0064 -1.7532 -0.493 0.290 0.156
H 8.2506 -5.0102 0.0302 -0.075 -0.045 -0.468
C -7.0047 -0.6125 4.2265 -0.262 0.011 0.118
Br -5.9935 -2.2489 3.9371 -0.173 0.412 0.018
Br -6.6304 0.1714 5.9671 -0.040 -0.212 -0.509
Br -6.7403 0.6664 2.7848 -0.182 -0.218 0.439
H -8.0648 -0.8864 4.2205 0.491 0.111 -0.011
C -8.6770 -1.7532 -2.3766 -0.228 0.007 -0.036
Br -7.5358 -0.8651 -3.6778 -0.224 -0.241 0.347
Br -8.7922 -3.6676 -2.7023 0.091 0.503 0.095
Br -8.1338 -1.3611 -0.5504 -0.063 -0.128 -0.413
H -9.6852 -1.3458 -2.5048 0.469 -0.181 0.059
```
Positions in Å, forces in eV/Å.

Löwdin population analysis, charges in e, atoms 1 to 8:
1. C 0.00
2. C -0.11
3. C -0.12
4. N -0.01
5. C -0.07
6. C -0.10
7. C -0.56
8. O -0.20

---

Q: total charge of number 4 (C26H35Br14ClNO6)?
A: +1